# C45H48CsN5O2P2S2

C45H48CsN5O2P2S2 as an isolated structure (the ωB97M-V functional and the def2-TZVPD basis, the Open Molecules 2025 dataset).

Output
HOMO energy: -0.099 Eh
M: 949.90 g/mol
Energy relative to the best compared isomer or geometry (same formula, charge and spin): 63.96 kJ/mol
Charge: -2
Strongest force on any atom: 0.00745 Eh/bohr
Calculated total energy: -99789.36668 eV

Last column: Löwdin charge in e.
Atoms and positions in Å:
Cs -0.8595 0.3964 0.4502  1.01
O 0.3974 1.6806 2.5693  -0.31
C 0.5948 2.4824 3.5366  -0.42
C 1.9054 2.7225 4.0630  -0.03
C 2.1452 3.6323 5.0670  -0.13
C 1.1085 4.3922 5.6209  -0.15
C -0.1695 4.2008 5.1224  -0.09
C -0.4576 3.2513 4.1417  -0.16
C -1.8560 3.1709 3.6732  -0.15
N -2.6238 2.1661 3.5555  0.06
C -2.1245 0.8664 3.9779  -0.25
C -3.1543 -0.2167 3.7642  -0.25
N -3.2751 -0.5796 2.3532  0.01
C -4.2775 -1.3006 2.0523  -0.15
C -4.6347 -1.8640 0.7516  -0.15
C -5.6405 -2.8394 0.7617  -0.10
C -6.0531 -3.5137 -0.3672  -0.15
C -5.4233 -3.1982 -1.5821  -0.13
C -4.4507 -2.2339 -1.6409  -0.04
C -4.0127 -1.4881 -0.4911  -0.42
O -3.1509 -0.5661 -0.5945  -0.35
H 2.7235 2.1861 3.5972  0.09
H 3.1643 3.7764 5.4143  0.08
H 1.3015 5.1206 6.3986  0.07
H -0.9890 4.8010 5.5113  0.10
H -2.3113 4.1372 3.4265  0.11
H -1.8453 0.9030 5.0392  0.12
H -1.2146 0.6069 3.4299  0.06
H -4.1219 0.0961 4.1771  0.11
H -2.8212 -1.1030 4.3225  0.11
H -4.9853 -1.5865 2.8516  0.11
H -6.0999 -3.0752 1.7191  0.09
H -6.8258 -4.2700 -0.3142  0.07
H -5.7039 -3.7228 -2.4899  0.09
H -3.9614 -2.0026 -2.5810  0.10
C 1.1985 -2.2108 5.2994  -0.09
C 2.2005 -1.2640 5.1049  -0.08
C 2.4890 -0.8013 3.8344  -0.02
C 1.7689 -1.2949 2.7529  -0.26
C 0.7749 -2.2442 2.9402  -0.03
C 0.4840 -2.7013 4.2170  -0.08
N 1.9338 -0.8440 1.4060  0.02
N 2.6771 0.1385 1.2763  0.10
C 2.7259 0.5785 -0.0876  -0.35
C 2.7062 -0.3291 -1.1394  -0.02
C 2.6306 0.1735 -2.4286  -0.05
C 2.5636 1.5456 -2.5952  -0.06
C 2.6123 2.3572 -1.4738  -0.15
N 2.7107 1.9027 -0.2265  0.13
H 0.9690 -2.5560 6.3001  0.09
H 2.7429 -0.8691 5.9547  0.10
H 3.2409 -0.0453 3.6644  0.10
H 0.2214 -2.5945 2.0772  0.11
H -0.3053 -3.4272 4.3651  0.10
H 2.7575 -1.3900 -0.9462  0.09
H 2.6035 -0.4986 -3.2805  0.05
H 2.4830 1.9848 -3.5811  0.10
H 2.5702 3.4370 -1.5810  0.10
S 5.0039 -4.4666 -5.8112  0.06
P 3.8539 -3.3336 -4.6602  -0.08
S 2.2848 -2.3694 -5.4102  0.10
C 3.3253 -4.2744 -3.1692  -0.40
C 3.9299 -5.4737 -2.8214  -0.12
C 3.6266 -6.0876 -1.6097  -0.10
C 2.7316 -5.4964 -0.7310  -0.10
C 2.1093 -4.3011 -1.0783  -0.08
C 2.3995 -3.7042 -2.2935  -0.12
C 4.9354 -2.0669 -3.8665  -0.39
C 5.4440 -2.1878 -2.5785  -0.09
C 6.2364 -1.1831 -2.0316  -0.10
C 6.5381 -0.0518 -2.7708  -0.11
C 6.0465 0.0694 -4.0662  -0.10
C 5.2515 -0.9270 -4.6062  -0.13
H 4.6458 -5.9073 -3.5101  0.05
H 4.1034 -7.0253 -1.3484  0.09
H 2.5119 -5.9635 0.2215  0.09
H 1.4178 -3.8283 -0.3897  0.10
H 1.9037 -2.7888 -2.5969  0.07
H 5.2125 -3.0613 -1.9817  0.10
H 6.6039 -1.2857 -1.0175  0.10
H 7.1411 0.7385 -2.3400  0.09
H 6.2728 0.9531 -4.6516  0.09
H 4.8385 -0.8218 -5.6024  0.09
C -4.7451 1.7792 -3.9610  -0.16
C -3.5182 1.2889 -3.1988  -0.42
P -2.7096 2.4486 -2.0141  0.93
C -2.4488 3.9128 -3.1184  -0.45
C -1.8179 5.0901 -2.3766  -0.17
C -4.1502 3.0010 -0.9942  -0.42
C -3.7467 3.4843 0.3969  -0.17
H -5.1650 0.9717 -4.5655  0.06
H -4.5096 2.6038 -4.6364  0.05
H -5.5305 2.1177 -3.2820  0.06
H -2.7435 0.9648 -3.9002  0.08
H -3.7514 0.4167 -2.5845  0.03
H -3.3856 4.2258 -3.5882  0.06
H -1.7822 3.5766 -3.9190  0.07
H -2.4960 5.4816 -1.6157  0.05
H -1.5741 5.9109 -3.0554  0.06
H -0.9006 4.7856 -1.8691  0.06
H -4.7943 2.1221 -0.8960  0.08
H -4.7191 3.7665 -1.5331  0.07
H -3.3120 2.6771 0.9865  0.04
H -4.6123 3.8506 0.9536  0.07
H -3.0122 4.2917 0.3524  0.05


# C3H9N3

An isolated ion of composition C3H9N3 and charge +2 in a non-equilibrium geometry (the ωB97M-V functional and the def2-TZVPD basis, the Open Molecules 2025 dataset).

Output
HOMO energy: -0.774 Eh
M: 87.13 g/mol
Energy relative to the best compared isomer or geometry (same formula, charge and spin): 258.40 kJ/mol
SMILES: C[NH2+][C@@H]1NC1=[NH2+]
Charge: +2
Strongest force on any atom: 0.12479 Eh/bohr
Calculated total energy: -7706.60741 eV

Last column: natural (NBO) charge in e.
Atoms and positions in Å:
C -1.4544 0.7829 -1.1683  -0.40
N 0.0416 0.9174 -0.9339  -0.53
C 0.2160 0.5063 0.5533  0.07
N 1.5598 0.1543 1.0958  -0.46
C 0.7658 -0.8662 0.8843  0.55
N 0.4875 -2.0625 0.9946  -0.68
H -1.6371 -0.2372 -0.8648  0.22
H -1.9145 1.3026 -0.3352  0.26
H -1.6177 0.8992 -2.2303  0.28
H 0.1240 1.9054 -1.1395  0.47
H 0.7619 0.4228 -1.5040  0.46
H -0.4697 0.9820 1.3231  0.29
H 2.4340 0.5941 1.2593  0.49
H -0.5105 -2.4273 0.9961  0.49
H 1.2133 -2.8739 1.0695  0.50


# I2NO

A 2-piece molecular cluster, I2NO overall in a non-equilibrium geometry (the ωB97M-V functional and the def2-TZVPD basis, the Open Molecules 2025 dataset).

Output
HOMO energy: -0.123 Eh
M: 283.81 g/mol
Energy relative to the best compared isomer or geometry (same formula, charge and spin): 34.33 kJ/mol
Charge: -1
Strongest force on any atom: 0.02855 Eh/bohr
Calculated total energy: -19738.95263 eV

Last column: natural (NBO) charge in e.
Atoms and positions in Å:
N 0.6818 -0.7076 0.4271  0.23
O 1.0776 -1.6573 -0.0697  -0.19
I 1.2838 1.3661 -0.1819  -0.06
I -3.0432 0.9988 -0.1756  -0.98


# C30H40N2O5P2Y

C30H40N2O5P2Y as an isolated structure in a non-equilibrium geometry (the ωB97M-V functional and the def2-TZVPD basis, the Open Molecules 2025 dataset).

Output
HOMO energy: -0.398 Eh
M: 659.51 g/mol
Energy relative to the best compared isomer or geometry (same formula, charge and spin): 110.58 kJ/mol
Charge: +1
Strongest force on any atom: 0.05553 Eh/bohr
Calculated total energy: -64598.84412 eV

Last column: natural (NBO) charge in e.
Atoms and positions in Å:
Y -0.5540 0.1889 -0.1634  1.88
O -2.2699 -0.9899 0.7707  -0.76
C -1.6028 -0.8967 1.8552  0.77
O -0.9079 0.1323 2.0934  -0.74
C -1.4035 -2.1522 2.6435  -0.11
C -2.2059 -2.5877 3.6841  -0.20
C -1.9644 -3.8343 4.2439  -0.18
C -0.9403 -4.6387 3.7576  -0.22
C -0.1435 -4.1973 2.7111  -0.12
C -0.3610 -2.9443 2.1491  -0.33
P 0.5824 -2.2899 0.7087  0.83
C 2.3206 -2.3638 1.2586  -0.37
C 2.6895 -2.4561 2.5963  -0.20
C 4.0329 -2.4005 2.9585  -0.20
C 5.0129 -2.2530 1.9900  -0.19
C 4.6524 -2.1478 0.6506  -0.23
C 3.3155 -2.1919 0.2895  -0.15
C 0.4023 -3.6818 -0.4637  -0.35
C 1.3767 -4.6499 -0.6834  -0.20
C 1.1369 -5.6973 -1.5681  -0.20
C -0.0765 -5.7854 -2.2320  -0.20
C -1.0584 -4.8260 -2.0103  -0.21
C -0.8185 -3.7788 -1.1350  -0.13
H -3.0127 -1.9674 4.0551  0.22
H -2.5894 -4.1876 5.0545  0.23
H -0.7699 -5.6162 4.1905  0.23
H 0.6453 -4.8332 2.3233  0.22
H 1.9333 -2.5670 3.3628  0.23
H 4.3098 -2.4743 4.0026  0.22
H 6.0570 -2.2179 2.2749  0.22
H 5.4147 -2.0281 -0.1095  0.22
H 3.0360 -2.0949 -0.7546  0.22
H 2.3267 -4.5959 -0.1685  0.22
H 1.9028 -6.4446 -1.7359  0.22
H -0.2595 -6.6001 -2.9218  0.22
H -2.0088 -4.8936 -2.5256  0.22
H -1.5875 -3.0339 -0.9619  0.21
O 1.8948 1.0814 1.8198  -0.44
C 1.9141 0.5898 0.8126  0.56
C -0.8850 -0.8003 -3.0279  -0.23
O -0.1045 -0.6517 -1.8556  -0.97
H -0.4687 -1.5561 -3.6953  0.18
H -0.9444 0.1354 -3.5890  0.16
H -1.9085 -1.1114 -2.7927  0.15
C -4.7497 0.4039 -0.5025  -1.02
P -3.6573 1.7778 -0.2297  1.98
C -4.4061 3.1613 -1.0753  -1.01
C -3.6735 2.1773 1.5002  -1.02
O -2.2432 1.5563 -0.7621  -1.15
H -5.7847 0.7238 -0.3642  0.26
H -4.5098 -0.4131 0.1737  0.28
H -4.6117 0.0659 -1.5311  0.26
H -5.2452 3.5660 -0.5073  0.26
H -4.7605 2.8345 -2.0539  0.26
H -3.6523 3.9364 -1.2200  0.26
H -4.6962 2.3696 1.8326  0.26
H -3.0682 3.0706 1.6606  0.26
H -3.2447 1.3583 2.0736  0.27
C 3.2647 3.3170 -2.3909  -0.62
C 1.8517 3.7569 -2.7607  -0.22
N 1.0665 4.2517 -1.6285  -0.40
C 0.8976 5.7060 -1.5103  -0.21
C 2.0870 6.4011 -0.8652  -0.62
C 0.5545 3.3878 -0.7343  0.55
C -0.1982 3.9347 0.4489  -0.67
N 0.6755 2.0960 -0.8128  -0.89
H 3.7749 2.9288 -3.2740  0.23
H 3.2638 2.5333 -1.6318  0.21
H 3.8446 4.1560 -2.0047  0.22
H 1.3040 2.9428 -3.2415  0.21
H 1.8967 4.5655 -3.4877  0.22
H -0.0115 5.9159 -0.9585  0.21
H 0.7403 6.0924 -2.5174  0.21
H 2.3263 5.9538 0.1031  0.21
H 1.8639 7.4578 -0.7089  0.23
H 2.9749 6.3377 -1.4974  0.21
H -1.1606 4.3412 0.1324  0.23
H 0.3574 4.7258 0.9506  0.24
H -0.3774 3.1343 1.1618  0.24
H 1.1958 1.7844 -1.6294  0.38